(1)
# C31H30AsClN3OPrS

A molecular structure, C31H30AsClN3OPrS in a non-equilibrium geometry (the ωB97M-V functional and the def2-TZVPD basis, OMol25).

- LUMO energy (spin up / spin down): -6.319 / -6.305 eV
- Molar mass: 744.0 g/mol
- Frontier orbital gap (spin up / spin down): 6.49 / 6.50 eV

```
! wB97M-V def2-TZVPD RIJCOSX def2/J DEFGRID3
* xyz 2 3
Pr 1.02922 0.68309 -0.31649
Cl 2.30158 -4.86550 -5.43675
C 2.29398 -3.45285 -4.40498
C 2.21566 -2.22391 -5.00546
C 2.00334 -1.08201 -4.29065
C 1.89918 -1.17292 -2.88065
O 1.69016 -0.02480 -2.20671
C 1.87476 -2.46712 -2.20648
C 1.77120 -2.57250 -0.76373
N 2.07105 -1.58076 0.01679
C 2.65010 -1.70827 1.25977
C 3.25349 -2.94739 1.64368
C 4.19375 -3.01271 2.66107
C 4.47104 -1.88766 3.41850
C 3.87850 -0.63065 3.15121
C 4.09081 0.53173 3.90365
C 3.34692 1.72077 3.70305
C 2.39699 1.70158 2.66962
N 2.24667 0.69611 1.77310
C 2.89907 -0.49924 2.02456
C 2.17166 -3.57931 -3.05288
H 2.21220 -2.23630 -6.08290
H 1.95383 -0.09541 -4.72013
H 1.22166 -3.43353 -0.39883
H 2.93740 -3.81257 1.07311
H 4.61893 -3.99379 2.92438
H 5.02827 -1.95959 4.38071
H 4.94252 0.55743 4.59600
H 3.35231 2.61511 4.37367
H 1.77618 2.58854 2.50752
H 2.41695 -4.52803 -2.60089
C -0.56603 4.01002 -2.54157
As 0.75861 3.55144 -1.20699
C 2.34429 4.65460 -1.66501
C 0.24660 4.56906 0.37665
H -0.57988 5.07200 -2.84504
H -1.57506 3.81560 -2.11194
H -0.42589 3.34565 -3.38260
H 3.10869 4.05476 -2.14675
H 2.68077 5.15347 -0.74963
H 2.04442 5.47987 -2.37001
H 0.09852 5.62035 0.10985
H 1.11983 4.52129 1.03019
H -0.58755 4.09561 0.84996
N -1.10772 -0.54713 -0.33901
S -2.16318 0.33999 0.53567
C -2.81053 -0.76008 1.77609
C -2.60354 -0.33770 3.10519
C -3.11786 -1.13270 4.11279
C -3.57067 -2.41730 3.80097
C -3.78232 -2.82157 2.51043
C -3.34644 -1.99554 1.43003
C -3.55749 0.49492 -0.58060
C -4.87520 0.42644 -0.07319
C -5.97442 0.54594 -0.95049
C -5.77094 0.50551 -2.31338
C -4.46229 0.43665 -2.82731
C -3.36768 0.40090 -1.96429
H -1.31714 -1.52925 -0.21902
H -2.17116 0.61841 3.33345
H -3.11527 -0.73403 5.09762
H -3.77915 -3.12165 4.62111
H -4.20382 -3.79560 2.28380
H -3.61672 -2.19157 0.38814
H -4.95105 0.47759 1.02800
H -6.98785 0.71320 -0.55593
H -6.63481 0.51596 -3.00260
H -4.20044 0.44366 -3.84665
H -2.38900 0.19365 -2.41078
*
```

Atom charges from the Löwdin analysis, given in e for atoms 1 to 5: 1.152, 0.702, -0.651, -0.087, 0.019

=====

(2)
# C44H32BrF5N4O2STeZn

A molecular structure, C44H32BrF5N4O2STeZn in a non-equilibrium geometry (the ωB97M-V functional and the def2-TZVPD basis, OMol25).

- LUMO energy (spin up / spin down): 1.841 / 0.535 eV
- Molar mass: 1048.7 g/mol
- Frontier orbital gap (spin up / spin down): 6.96 / 5.67 eV
- Relative energy (zero: lowest compared OMol25 entry of this formula, charge and spin): 79.52 kcal/mol

```
! wB97M-V def2-TZVPD RIJCOSX def2/J DEFGRID3
* xyz -1 2
Zn 16.28498 10.62394 14.69456
Br 15.87365 10.63578 6.38968
C 17.15767 9.63595 7.47316
C 18.51227 9.74702 7.30786
C 19.41110 8.99429 8.03827
C 18.91933 8.09370 8.98952
C 17.55488 7.94901 9.15837
C 16.69963 8.76000 8.40788
N 19.97685 7.25315 9.52994
N 19.93857 6.76956 10.67675
C 19.01514 7.32184 11.64215
C 18.31634 6.39347 12.37741
C 17.45957 6.75618 13.40857
C 17.16581 8.07014 13.80236
O 16.25306 8.56179 14.50843
C 18.13047 9.13153 13.03774
N 17.90003 10.34377 13.42161
C 18.57569 11.31670 12.86345
C 19.49635 11.11556 11.78970
C 19.70767 9.80125 11.36463
C 18.93495 8.72910 11.90676
H 18.98304 10.44268 6.56022
H 20.50428 9.07315 7.88134
H 17.15191 7.16407 9.78950
H 15.68434 8.64522 8.66709
H 18.43193 5.43677 12.05974
H 16.89665 6.01980 13.95548
H 18.45543 12.34207 13.15636
H 20.15249 11.91275 11.44460
H 20.55684 9.63220 10.67434
F 13.52677 16.59318 16.34700
C 13.80376 15.44470 15.70060
C 15.13339 15.16363 15.32314
F 16.18277 15.92182 15.70114
C 15.31553 14.03481 14.53848
F 16.50919 13.68803 14.14160
C 14.26410 13.14971 14.16023
S 14.38808 11.56312 13.35379
C 12.98240 13.58655 14.46163
F 11.88782 12.98800 14.00745
C 12.76354 14.65001 15.31564
F 11.50200 14.97076 15.65634
C 10.28957 4.67429 18.59123
C 10.81081 6.00936 18.28518
C 10.79331 7.05004 19.26965
C 11.49948 8.21277 19.12251
C 11.45502 9.14610 20.28583
C 12.11891 8.44529 17.90783
Te 13.09934 10.33224 17.45239
N 16.25460 11.52355 16.53874
C 17.29274 12.16629 16.49913
O 18.32632 12.27439 15.77400
C 17.21830 13.34484 17.63594
C 18.23810 14.09350 18.13216
C 18.11007 15.06684 19.19979
C 16.83311 15.43386 19.60790
C 15.79722 14.84756 18.90473
C 15.95940 13.76459 18.02877
C 11.66030 11.70514 18.27216
C 12.12502 12.79712 19.02389
C 11.32101 13.86898 19.44906
C 9.92597 13.66738 19.27973
C 9.49324 12.61979 18.53770
C 10.29729 11.65508 17.97359
C 9.64927 10.55301 17.12375
C 12.11877 7.46475 16.88728
C 12.85537 7.71246 15.61510
C 11.42600 6.24685 17.07761
H 9.22536 4.54209 18.35347
H 10.42164 4.39490 19.61164
H 10.78893 3.84615 18.09278
H 10.25696 6.93490 20.20873
H 12.24715 9.90319 20.27992
H 11.37629 8.53395 21.24186
H 10.55634 9.77124 20.27975
H 19.21748 13.64275 17.76325
H 19.01071 15.64415 19.62472
H 16.66574 16.19262 20.36746
H 14.76520 15.18326 19.15204
H 15.04537 13.05809 17.68750
H 13.24739 12.85934 19.18237
H 11.84648 14.62890 19.94642
H 9.26632 14.42330 19.72885
H 8.44106 12.37581 18.45181
H 9.03217 11.06426 16.37657
H 9.04862 9.86051 17.66481
H 10.40619 10.03662 16.50971
H 12.50567 8.57779 15.14568
H 12.85890 6.85815 14.94130
H 13.87746 8.00830 15.71613
H 11.40741 5.47899 16.28051
*
```

Atom charges from the Löwdin analysis, given in e for atoms 1 to 5: 0.607, 0.663, -0.650, -0.139, -0.047

=====

E_tot (computed, hartree): -5049.45367 -7584.18117